Computed, not measured: a molecular structure, C16H37N9O24S2, with ωB97M-V/def2-TZVPD.

CARTESIAN COORDINATES (ANGSTROEM)
C -0.10483 -4.54300 -0.26494
N 1.04034 -5.44486 -0.59501
O 1.34965 -5.56521 -1.75476
O 1.54899 -6.02135 0.34689
H -1.04232 -5.08484 -0.21413
H -0.21155 -3.82678 -1.07833
H 0.22570 -3.99036 0.60718
C 2.84326 -2.83121 2.10011
N 3.72900 -2.39844 0.96940
O 3.61497 -3.01510 -0.06088
O 4.57016 -1.55177 1.17356
H 1.82979 -2.81631 1.71998
H 2.99911 -2.15112 2.92992
H 3.22245 -3.82863 2.30487
C -0.79874 2.04311 -3.61901
N -1.88783 2.36999 -2.64944
O -2.26155 3.52490 -2.57580
O -2.36711 1.46144 -2.00885
H -1.25989 1.62896 -4.51019
H -0.13868 1.31869 -3.15099
H -0.32083 2.99785 -3.80821
C -1.65330 0.02687 5.46014
N -1.90294 0.42393 4.06470
O -1.32212 1.41306 3.65553
O -2.69373 -0.21925 3.42467
H -1.23218 -0.97638 5.43261
H -2.60345 0.06129 5.98597
H -0.93298 0.67381 5.94742
C -0.48784 0.17314 0.71138
N 0.17262 -0.44918 -0.45224
O 1.05293 -1.26114 -0.22794
O -0.15267 -0.09915 -1.56460
H -0.01162 1.09487 1.04505
H -0.55776 -0.52505 1.53527
H -1.45353 0.51972 0.34727
C -1.04616 5.51440 0.38742
N -0.89479 4.05918 0.60574
O -1.85344 3.36952 0.33131
O 0.12578 3.63501 1.12863
H -1.25763 5.70595 -0.66459
H -0.12479 6.00745 0.67337
H -1.93937 5.85803 0.90076
C 3.43201 3.23285 -0.04052
N 2.67829 2.01217 -0.36534
O 1.67258 2.06798 -1.03216
O 3.12073 0.98101 0.11162
H 2.73887 4.05149 0.17481
H 3.95506 3.57084 -0.93179
H 3.99397 3.07669 0.87029
C -2.35442 -1.30047 -3.67383
N -2.67713 -2.74992 -3.68361
O -1.97287 -3.45425 -2.99162
O -3.62806 -3.15663 -4.31172
H -3.17030 -0.76926 -4.15883
H -1.43995 -1.12705 -4.23042
H -2.31517 -1.00694 -2.62967
C 1.50672 2.87683 4.73242
C 2.09600 2.98953 3.34270
O 1.65707 1.77324 2.76780
S 2.06679 0.60974 3.83903
O 3.49710 0.43780 3.84826
O 1.21715 -0.53861 3.73675
O 1.59830 1.50940 5.12336
H 0.44535 3.13019 4.71361
H 1.97740 3.57873 5.42451
H 3.18573 3.06055 3.33385
H 1.68774 3.91119 2.93439
C -5.82419 -3.00750 -1.49579
C -6.43913 -1.81167 -0.76802
O -5.37679 -1.21420 -0.02832
S -4.38899 -2.38143 0.52143
O -4.87347 -2.95763 1.73275
O -3.06030 -1.86749 0.46941
O -4.64363 -3.34435 -0.78360
H -5.54408 -2.75654 -2.51924
H -6.49455 -3.86622 -1.49747
H -7.19392 -2.10752 -0.03699
H -6.83373 -1.08291 -1.46960
N 3.82948 -0.17205 -2.44649
C 5.03344 0.14903 -3.05559
C 4.80121 0.23834 -4.39691
C 3.41801 0.00558 -4.63321
C 2.86616 -0.25993 -3.40489
H 3.66224 -0.15602 -1.45390
H 5.89358 0.34561 -2.43882
H 5.57567 0.50576 -5.09916
H 2.97039 0.05533 -5.61082
H 1.84252 -0.36332 -3.07790

Cartesian forces, eV/Å:
0.504 1.085 -0.776
-0.712 -0.102 0.158
0.195 -0.106 -0.116
0.218 -0.054 -0.046
0.200 -0.320 0.484
0.138 -0.151 -0.092
-0.529 -0.276 0.343
0.629 0.289 -0.293
0.162 -0.333 0.262
-0.286 -0.120 -0.481
0.017 0.446 0.174
-0.045 -0.119 0.093
-0.051 -0.071 -0.054
-0.394 -0.123 0.197
0.097 0.397 0.369
-0.368 -0.299 0.058
0.228 0.202 -0.135
-0.193 -0.024 -0.158
-0.092 0.064 -0.033
-0.044 0.106 -0.028
0.173 -0.164 -0.265
0.274 -0.482 0.626
0.116 0.788 0.016
0.175 0.146 -0.131
-0.152 -0.386 -0.112
-0.284 -0.069 0.012
-0.032 -0.214 -0.093
-0.005 0.266 -0.348
-1.139 0.735 -0.053
0.940 -0.074 0.533
-0.198 -0.059 -0.032
-0.105 -0.192 -0.045
0.649 -0.248 -0.318
0.032 -0.191 -0.151
-0.154 -0.352 0.187
0.077 0.473 -0.653
-0.853 -0.628 0.477
0.411 0.226 -0.051
0.110 0.418 -0.295
0.174 -0.379 -0.080
-0.117 0.042 0.222
0.189 -0.135 0.409
-0.705 1.427 0.094
-0.038 -0.728 0.703
0.009 0.482 -0.313
0.050 0.164 0.012
-0.352 -0.382 -0.119
0.484 -0.423 0.137
0.540 -0.338 -0.379
-0.815 0.357 -0.176
0.414 -0.323 0.602
0.178 0.012 -0.055
-0.423 0.188 -0.412
-0.024 -0.143 -0.054
0.239 -0.192 0.295
0.435 0.063 -0.054
-0.329 0.968 0.370
0.071 0.668 1.171
0.275 -1.298 -0.481
0.413 0.615 0.315
-1.537 0.280 0.030
0.333 1.108 -0.112
0.674 -0.914 -0.442
-0.028 -0.131 -0.188
0.290 -0.545 0.242
0.015 -0.204 0.061
-0.245 -0.543 -0.851
-0.330 0.055 -0.192
-0.323 -0.166 0.388
0.778 -0.382 0.407
-0.089 0.680 -1.260
-0.137 -0.004 -0.777
-0.454 -0.418 -0.076
0.744 0.218 1.497
0.088 -0.071 0.060
0.017 0.032 -0.029
-0.188 -0.075 -0.259
0.017 0.128 0.153
0.774 0.380 -0.767
-0.868 -0.105 0.823
0.522 0.336 -0.067
0.613 -0.063 0.136
-0.702 0.393 0.256
-0.028 -0.363 -0.030
0.171 -0.176 -0.169
-0.163 -0.103 -0.197
-0.325 -0.157 0.123
0.003 -0.317 -0.201

As for the HOMO energy: -0.2817 Ha. The total energy is -101388.79269 eV. The energy relative to the best compared isomer or geometry (same formula, charge and spin) is 0.0 kJ/mol. Its gap between HOMO and LUMO is 7.393 eV. As for the strongest force on any atom: 1.686 eV/Å.